DFT (wB97M-V/def2-TZVPD) results for a structure of composition C28H32GeN4PdSb in a non-equilibrium geometry.

Computed properties:
- E_LUMO (alpha / beta): -3.42 / -3.42 eV
- Kohn-Sham gap (alpha / beta): 0.253 / 0.253 hartree
- Total energy: -3749.99425 a.u.
- HOMO energy (alpha / beta): -0.3783 / -0.3784 Ha

```
! RIJCOSX wB97M-V def2-TZVPD def2/J DEFGRID3
* xyz 1 1
Pd 0.92125 -0.39628 0.11325
N 0.18592 -1.99538 3.98269
C 0.99013 -1.00213 4.49873
C 1.44143 -0.29977 3.42673
N 0.92876 -0.84985 2.27769
C 0.17814 -1.86417 2.64035
C -0.53664 -2.65430 1.65648
N -0.60103 -2.25788 0.41206
C -1.28660 -3.23186 -0.26925
C -1.64864 -4.22283 0.59104
N -1.16269 -3.84091 1.82133
H -0.32327 -2.67069 4.52745
H 1.16085 -0.88634 5.55433
H 2.08232 0.56516 3.40531
H -1.48287 -3.15665 -1.32591
H -2.18400 -5.14455 0.44551
H -1.22778 -4.38770 2.66325
C -2.13280 6.14686 -1.58984
C -2.86041 5.40743 -0.66937
C -2.32869 4.23929 -0.13195
C -1.06550 3.79902 -0.52379
C -0.33348 4.55825 -1.43433
C -0.86723 5.72306 -1.97106
Sb -0.16316 2.06720 0.37966
C 0.02040 0.96627 -1.53623
C 0.98289 1.40791 -2.45915
C 1.03883 0.88951 -3.74291
C 0.15405 -0.11110 -4.12436
C -0.77874 -0.59458 -3.21927
C -0.84408 -0.07054 -1.93362
C -1.98506 1.14891 1.03672
C -2.06217 0.65804 2.34028
C -3.21209 0.01906 2.79210
C -4.30013 -0.13277 1.94420
C -4.24731 0.37786 0.65236
C -3.10016 1.02006 0.20448
H -2.54638 7.05822 -2.00282
H -3.84540 5.73829 -0.36407
H -2.90701 3.68120 0.59456
H 0.66277 4.25157 -1.73490
H -0.28961 6.30227 -2.68053
H 1.67551 2.19432 -2.17893
H 1.76918 1.26623 -4.44803
H 0.19807 -0.51818 -5.12667
H -1.47107 -1.37203 -3.52011
H -1.61113 -0.42239 -1.25857
H -1.22572 0.79513 3.01976
H -3.26374 -0.34323 3.81246
H -5.19747 -0.62659 2.29506
H -5.10391 0.28456 -0.00381
H -3.08003 1.43603 -0.79610
C 2.38669 -2.17674 -1.97572
Ge 3.47277 -1.66725 -0.43020
C 3.26752 -3.00610 0.97489
C 5.33016 -1.69412 -1.02026
C 2.90012 0.11649 0.19843
H 2.66469 -3.19168 -2.26835
H 2.57857 -1.50501 -2.81286
H 1.31489 -2.17215 -1.77439
H 3.60266 -3.96891 0.58492
H 2.23041 -3.10402 1.29274
H 3.88012 -2.75580 1.84305
H 5.55409 -2.69440 -1.39602
H 6.00346 -1.47328 -0.19144
H 5.50595 -0.97134 -1.81724
H 3.05755 0.95027 -0.47840
H 3.13578 0.36506 1.22865
*
```